1.
A 2-piece molecular cluster, C3H10S3 overall, computed with the ωB97M-V functional and the def2-TZVPD basis.

Each line ends with the Löwdin charge.
Geometry (Å):
C (-0.79127, -2.25105, 1.83559)  -0.18
C (-0.99924, -2.19478, 0.34739)  -0.66
S (0.36151, -2.82793, -0.65996)  0.67
H (-0.71100, -3.27348, 2.19924)  0.07
H (0.10988, -1.71705, 2.15116)  0.06
H (-1.62989, -1.78104, 2.34779)  0.07
H (-1.24541, -1.18861, 0.01418)  0.03
H (-1.87098, -2.80227, 0.07440)  0.07
H (1.37512, -2.40727, 0.11526)  -0.15
C (-1.49835, 2.44676, 0.28304)  -0.49
S (0.15863, 2.74288, -0.36617)  0.36
S (1.07018, 0.91042, -0.13432)  0.28
H (-1.43406, 1.66648, 1.03484)  0.01
H (-1.82661, 3.38078, 0.74289)  0.03
H (-2.15709, 2.16454, -0.53547)  0.03
H (0.64690, 0.34290, -1.27865)  -0.19

Structure (SMILES): CCS.CSS
Spin multiplicity: 1
ΔE to the lowest compared entry with this formula, charge and spin: 0.2 kJ/mol

=====

2.
A 4-piece molecular cluster, C16H40Br3N3O12P3 overall, computed with the ωB97M-V functional and the def2-TZVPD basis.

Each line ends with the Löwdin charge.
Geometry (Å):
C (-1.84684, -1.80986, 1.99948)  -0.06
C (-1.53506, -3.03162, 1.10523)  -0.30
C (-0.39887, -3.84216, 1.70542)  -0.65
Br (1.36865, -3.05261, 1.45604)  0.81
N (-0.40613, -5.27389, 1.40899)  0.13
C (-0.46645, -5.84087, 0.24351)  -0.34
N (-0.49728, -7.26837, 0.17918)  0.14
N (-0.58362, -5.15665, -0.92814)  0.09
C (0.55737, -4.54100, -1.53610)  -0.74
Br (0.30086, -2.68814, -1.99766)  0.74
C (1.70863, -5.12806, -1.85411)  -0.76
C (1.96021, -6.58770, -1.59982)  -0.11
Br (3.11496, -4.18735, -2.67690)  0.81
H (-0.91391, -1.50073, 2.47330)  0.06
H (-2.27926, -0.99680, 1.43137)  0.08
H (-2.48993, -2.15541, 2.80558)  0.09
H (-1.38530, -2.76323, 0.06581)  0.02
H (-2.42484, -3.67078, 1.12286)  0.12
H (-0.53124, -3.77389, 2.78210)  0.10
H (-0.35013, -5.90326, 2.19756)  0.18
H (-1.40134, -7.54592, 0.56325)  0.12
H (0.22450, -7.59700, 0.81672)  0.11
H (-1.11745, -5.69677, -1.60229)  0.17
H (2.83890, -6.89906, -2.15608)  0.07
H (1.14279, -7.20280, -1.97613)  0.09
H (2.09727, -6.83342, -0.54827)  0.08
C (5.74742, 3.79111, 1.81257)  -0.09
O (5.80435, 2.38246, 2.12927)  -0.24
P (4.38898, 1.52537, 2.00709)  0.58
O (3.72189, 2.13756, 3.19806)  -0.27
O (5.15527, 0.13368, 2.30492)  -0.26
C (5.96033, 0.02606, 3.48040)  -0.10
O (3.02842, 0.71512, 1.49741)  -0.24
C (3.10239, -0.08717, 0.30460)  -0.14
H (6.76756, 4.14478, 1.68912)  0.09
H (5.19762, 3.97173, 0.89071)  0.08
H (5.27702, 4.33004, 2.63410)  0.09
H (5.59176, 0.67196, 4.27636)  0.09
H (6.99488, 0.27301, 3.24618)  0.09
H (5.91948, -1.00970, 3.81286)  0.09
H (3.72816, -0.96718, 0.47062)  0.07
H (3.49392, 0.49022, -0.53301)  0.09
H (2.09296, -0.41313, 0.06013)  0.05
C (1.72325, 9.20411, 0.00226)  -0.09
O (1.19094, 7.97333, -0.53123)  -0.23
P (2.14173, 6.64084, -0.40415)  0.49
O (3.24487, 6.90351, -1.35390)  -0.25
O (0.98036, 5.68262, -0.99227)  -0.26
C (0.51823, 5.90382, -2.32261)  -0.10
O (2.75930, 5.44537, 0.52271)  -0.23
C (1.95467, 4.90039, 1.59516)  -0.09
H (0.90426, 9.91450, 0.07953)  0.09
H (2.15497, 9.05395, 0.99036)  0.08
H (2.47981, 9.59949, -0.67429)  0.09
H (1.29793, 6.33265, -2.95123)  0.09
H (-0.35359, 6.55823, -2.30901)  0.08
H (0.21979, 4.94057, -2.73337)  0.08
H (1.11355, 4.33378, 1.19624)  0.09
H (1.59048, 5.69158, 2.25018)  0.09
H (2.58788, 4.23115, 2.17509)  0.06
C (-3.87850, -1.90894, -1.62432)  -0.12
O (-5.21564, -1.83150, -2.13381)  -0.23
P (-6.21139, -0.74319, -1.38812)  0.50
O (-6.41804, -1.34844, -0.05233)  -0.25
O (-7.40021, -1.01679, -2.43726)  -0.25
C (-7.97012, -2.32282, -2.52065)  -0.10
O (-6.67425, 0.80161, -1.14727)  -0.21
C (-6.60993, 1.72896, -2.25526)  -0.09
H (-3.26849, -2.45369, -2.34313)  0.08
H (-3.45391, -0.91487, -1.48305)  0.09
H (-3.88040, -2.44733, -0.67435)  0.07
H (-7.90674, -2.84820, -1.56841)  0.09
H (-7.46981, -2.89679, -3.30083)  0.08
H (-9.01642, -2.20821, -2.79459)  0.09
H (-7.35812, 1.47920, -3.00641)  0.09
H (-5.61804, 1.73090, -2.70638)  0.08
H (-6.81734, 2.72162, -1.86555)  0.09

Spin multiplicity: 1
Net charge: +1

=====

| no. | molecular weight (g/mol) | gap between HOMO and LUMO (eV) |
| --- | --- | --- |
| 1 | 142.31 | 9.68 |
| 2 | 799.14 | 6.80 |